*a*
{"formula": "C4H5N", "method": "wB97M-V/def2-TZVPD", "symbols": ["C", "C", "C", "C", "N", "H", "H", "H", "H", "H"], "positions_angstrom": [[-1.05, 0.68, -1.36], [0.21, 1.03, -1.02], [0.23, 0.16, 0.02], [0.76, -1.02, 0.66], [0.22, 0.18, 1.37], [-1.78, 1.27, -1.89], [-1.52, -0.17, -0.83], [1.83, -1.07, 0.49], [0.24, -1.94, 0.86], [0.87, 0.88, 1.70]], "mol_weight_da": 67.091, "orbital_gap_ev": 9.0}


*b*
{"formula": "C4H5N", "method": "wB97M-V/def2-TZVPD", "symbols": ["N", "C", "C", "C", "C", "H", "H", "H", "H", "H"], "positions_angstrom": [[-2.81, 0.10, -0.20], [-1.72, -0.17, 0.11], [-0.33, -0.20, 0.65], [0.61, 0.80, -0.03], [0.73, -0.62, -0.35], [-0.12, -0.46, 1.64], [1.49, 1.31, 0.48], [0.09, 1.34, -0.93], [0.44, -0.94, -1.35], [1.63, -1.16, -0.02]], "smiles": "N#CC1CC1", "mol_weight_da": 67.091, "orbital_gap_ev": 11.8}


*b* comes first in stability; the runner-up is 0.1565 hartree higher.


*a*
{"formula": "C4H5N", "method": "wB97M-V/def2-TZVPD", "symbols": ["C", "C", "C", "N", "C", "H", "H", "H", "H", "H"], "positions_angstrom": [[-0.16, -0.80, 0.88], [-0.60, -0.91, -0.46], [-0.20, 0.20, -1.14], [0.43, 1.01, -0.25], [0.51, 0.39, 0.99], [-0.28, -1.49, 1.66], [-1.16, -1.72, -0.90], [-0.42, 0.54, -2.13], [0.86, 1.90, -0.47], [1.03, 0.88, 1.82]], "smiles": "c1cc[nH]c1", "mol_weight_da": 67.091, "orbital_gap_ev": 9.4}


*b*
{"formula": "C4H5N", "method": "wB97M-V/def2-TZVPD", "symbols": ["C", "C", "C", "C", "N", "H", "H", "H", "H", "H"], "positions_angstrom": [[-0.72, 0.61, -1.57], [-0.38, 0.17, -0.37], [0.63, -0.77, -0.01], [1.17, -0.56, 1.19], [1.12, -0.02, 2.27], [-1.50, 1.34, -1.74], [-0.28, 0.20, -2.47], [-0.77, 0.70, 0.66], [0.73, -1.70, -0.54], [-0.02, 0.03, 2.58]], "smiles": "C=CC=C=N", "mol_weight_da": 67.091, "orbital_gap_ev": 8.2}


*a* comes first in stability; the runner-up is 0.1241 hartree higher.


*a*
{"formula": "C6H8N2O3", "method": "wB97M-V/def2-TZVPD", "symbols": ["C", "C", "O", "C", "N", "C", "O", "C", "C", "N", "O", "H", "H", "H", "H", "H", "H", "H", "H"], "positions_angstrom": [[3.62, -0.84, 0.35], [2.23, -1.42, 0.62], [2.21, -2.74, 0.87], [1.15, -0.66, 0.53], [0.22, 0.00, 0.16], [-0.77, 0.85, -0.09], [-0.39, 2.16, -0.19], [-2.08, 0.55, -0.30], [-3.18, 1.54, -0.61], [-2.66, -0.65, 0.00], [-3.88, -0.87, -0.18], [4.32, -0.55, 1.27], [3.59, 0.07, -0.35], [4.12, -1.74, -0.16], [1.36, -3.27, 0.74], [0.46, 2.20, -0.71], [-3.42, 2.15, 0.36], [-2.88, 2.28, -1.39], [-4.02, 0.93, -0.92]], "smiles": "CC(O)=C=N/C(O)=C(/C)N=O", "mol_weight_da": 156.141, "orbital_gap_ev": 7.4}


*b*
{"formula": "C6H8N2O3", "method": "wB97M-V/def2-TZVPD", "symbols": ["H", "N", "C", "C", "C", "C", "C", "C", "O", "N", "O", "O", "H", "H", "H", "H", "H", "H", "H"], "positions_angstrom": [[-0.01, -2.13, 0.02], [-0.92, -1.75, -0.24], [-0.86, -0.80, -1.07], [0.31, -0.25, -1.76], [1.46, 0.12, -1.17], [1.68, 0.16, 0.26], [0.75, 0.49, 1.17], [-0.56, 0.99, 0.86], [-0.79, 1.81, -0.19], [-1.58, 0.82, 1.66], [-2.72, 1.30, 1.44], [-1.41, 0.03, 2.79], [-1.82, -0.40, -1.39], [0.20, -0.19, -2.83], [2.30, 0.42, -1.79], [2.67, -0.11, 0.59], [0.96, 0.38, 2.23], [-1.73, 2.07, -0.11], [-2.30, -0.22, 3.08]], "smiles": "[H]\\N=C/C=C\\C=C/C(O)=[N+](/[O-])O", "mol_weight_da": 156.141, "orbital_gap_ev": [8.0, 8.0]}


*b* comes first in stability; the runner-up is 0.0426 hartree higher.


*a*
{"formula": "C2H8N2O", "method": "wB97M-V/def2-TZVPD", "symbols": ["H", "N", "C", "N", "C", "H", "H", "H", "H", "H", "O", "H", "H"], "positions_angstrom": [[-1.46, -2.24, 0.35], [-1.01, -1.38, 0.72], [-0.64, -0.74, -0.44], [0.02, 0.45, -0.54], [1.20, 0.45, -1.33], [-0.55, -1.23, -1.37], [0.22, 0.85, 0.30], [1.64, 1.44, -1.23], [1.06, 0.20, -2.40], [1.96, -0.37, -0.93], [-0.49, 1.10, 2.07], [-0.76, 0.14, 2.06], [-1.20, 1.33, 2.73]], "smiles": "[H]/N=C/NC.O", "mol_weight_da": 76.099, "orbital_gap_ev": 10.2}


*b*
{"formula": "C2H8N2O", "method": "wB97M-V/def2-TZVPD", "symbols": ["H", "N", "C", "N", "H", "H", "H", "C", "O", "H", "H", "H", "H"], "positions_angstrom": [[1.58, -0.69, 1.93], [1.16, -0.07, 1.26], [1.64, -0.15, 0.08], [1.59, 0.89, -0.79], [2.16, -1.05, -0.25], [0.93, 1.63, -0.59], [1.68, 0.67, -1.77], [-1.95, -0.49, -0.20], [-1.99, 0.75, 0.53], [-2.46, -1.26, 0.38], [-0.91, -0.81, -0.29], [-2.35, -0.30, -1.18], [-1.09, 0.88, 0.89]], "smiles": "[H]/N=C/N.CO", "mol_weight_da": 76.099, "orbital_gap_ev": 10.5}


*c*
{"formula": "C2H8N2O", "method": "wB97M-V/def2-TZVPD", "symbols": ["C", "N", "H", "H", "H", "H", "N", "C", "O", "H", "H", "H", "H"], "positions_angstrom": [[0.87, 1.85, 1.50], [0.59, 0.54, 1.40], [0.83, 2.36, 2.49], [1.36, 2.30, 0.67], [0.53, 0.05, 0.34], [-0.03, 0.15, 2.03], [-1.55, -1.26, -0.65], [-0.53, -0.46, -1.38], [0.78, -0.60, -0.96], [-1.46, -2.22, -0.65], [-1.41, -0.99, 0.36], [-0.60, -0.79, -2.42], [-0.76, 0.63, -1.12]], "mol_weight_da": 76.099, "orbital_gap_ev": 6.2}


*b* comes first in stability; the runner-up is 0.0148 hartree higher.


*a*
{"formula": "C2H6N4", "method": "wB97M-V/def2-TZVPD", "symbols": ["C", "C", "N", "N", "H", "H", "H", "H", "N", "N", "H", "H"], "positions_angstrom": [[1.58, 0.03, 0.99], [-1.63, 0.07, 0.51], [0.86, -0.91, 0.58], [-0.92, -0.90, 0.82], [1.20, 1.04, 1.21], [2.61, -0.17, 1.28], [-1.20, 0.97, -0.03], [-2.67, 0.15, 0.82], [0.36, -0.59, -1.47], [-0.29, 0.46, -1.66], [0.36, 1.27, -1.63], [-0.28, -1.40, -1.43]], "mol_weight_da": 86.098, "orbital_gap_ev": 9.2}


*b*
{"formula": "C2H6N4", "method": "wB97M-V/def2-TZVPD", "symbols": ["H", "N", "C", "N", "N", "C", "N", "H", "H", "H", "H", "H"], "positions_angstrom": [[0.90, 1.32, 1.58], [0.84, 0.36, 2.02], [0.49, -0.52, 1.23], [0.14, -0.42, -0.13], [-0.29, -1.57, -0.68], [-0.24, 0.77, -0.68], [-0.16, 1.93, -0.09], [-0.26, 2.63, -0.74], [0.38, -1.56, 1.45], [-1.30, -1.57, -0.79], [0.26, -1.92, -1.50], [-0.76, 0.57, -1.66]], "smiles": "[H]/N=C\\N(N)/C=N/[H]", "mol_weight_da": 86.098, "orbital_gap_ev": 9.8}


*c*
{"formula": "C2H6N4", "method": "wB97M-V/def2-TZVPD", "symbols": ["N", "C", "C", "N", "N", "N", "H", "H", "H", "H", "H", "H"], "positions_angstrom": [[-1.47, 2.13, -1.72], [-0.79, 1.47, -1.05], [-0.08, 0.32, -0.09], [1.23, 0.01, -0.61], [0.02, 0.81, 1.15], [-0.91, -0.80, -0.24], [1.90, 0.81, -0.75], [1.17, -0.48, -1.48], [0.82, 0.41, 1.56], [-0.69, 0.70, 1.78], [-1.92, -0.67, -0.23], [-0.87, -0.97, -1.24]], "smiles": "N#CC(N)(N)N", "mol_weight_da": 86.098, "orbital_gap_ev": 11.0}


*d*
{"formula": "C2H6N4", "method": "wB97M-V/def2-TZVPD", "symbols": ["C", "C", "H", "H", "H", "H", "H", "H", "N", "N", "N", "N"], "positions_angstrom": [[0.81, 0.12, -0.09], [-0.79, -0.11, -0.14], [0.49, -1.82, 0.13], [2.39, -1.41, -0.43], [2.31, 1.52, -0.22], [-0.83, 1.95, -0.06], [-2.41, 1.18, -0.07], [-2.19, -1.21, 0.04], [1.25, -1.12, 0.25], [1.33, 1.27, -0.03], [-1.41, 1.07, 0.18], [-1.15, -1.26, -0.12]], "mol_weight_da": 86.098, "orbital_gap_ev": 9.9}


*c* comes first in stability; the runner-up is 0.0254 hartree higher.


*a*
{"formula": "C6H10N2O", "method": "wB97M-V/def2-TZVPD", "symbols": ["C", "C", "C", "C", "C", "N", "C", "N", "O", "H", "H", "H", "H", "H", "H", "H", "H", "H", "H"], "positions_angstrom": [[0.56, 0.32, -2.05], [-2.06, -0.85, 0.66], [-0.16, -0.73, -1.25], [1.53, -0.13, 0.74], [-0.81, -0.05, 0.38], [-0.86, 1.32, 0.65], [2.61, 0.07, 1.45], [0.40, -0.69, 0.58], [-0.62, -1.75, -1.68], [-0.08, 1.74, 1.15], [-1.72, 1.79, 0.43], [-0.19, 0.79, -2.69], [1.01, 1.08, -1.42], [1.34, -0.12, -2.66], [-2.24, -0.88, 1.73], [-1.96, -1.86, 0.28], [-2.92, -0.38, 0.17], [2.63, -0.08, 2.53], [3.53, 0.41, 1.00]], "mol_weight_da": 126.159, "orbital_gap_ev": 8.0}


*b*
{"formula": "C6H10N2O", "method": "wB97M-V/def2-TZVPD", "symbols": ["C", "C", "C", "C", "C", "N", "N", "O", "C", "H", "H", "H", "H", "H", "H", "H", "H", "H", "H"], "positions_angstrom": [[-1.47, 0.88, 1.52], [-0.97, -0.51, 0.81], [-1.36, -0.47, -0.64], [-0.47, -0.25, -1.68], [0.98, 0.06, -1.46], [1.41, 0.01, -0.07], [2.60, 0.64, 0.11], [3.17, 1.09, -0.93], [0.62, -0.72, 0.84], [-0.94, 0.86, 2.48], [-2.62, 1.16, 1.48], [-0.85, 1.72, 1.02], [-1.58, -1.21, 1.39], [-2.39, -0.77, -0.80], [-0.72, -0.26, -2.83], [1.32, 1.06, -1.87], [1.55, -0.85, -1.91], [0.99, -0.63, 2.01], [0.71, -1.80, 0.54]], "smiles": "C[C@H]1C=CCN(N=O)C1", "mol_weight_da": 126.159, "orbital_gap_ev": 9.9}


*c*
{"formula": "C6H10N2O", "method": "wB97M-V/def2-TZVPD", "symbols": ["C", "C", "N", "C", "C", "N", "H", "H", "H", "H", "H", "H", "C", "C", "O", "H", "H", "H", "H"], "positions_angstrom": [[-0.57, 0.45, 2.89], [0.54, 0.20, 1.94], [0.53, -0.66, 1.00], [1.78, -0.53, 0.31], [2.48, 0.53, 1.11], [1.73, 0.95, 2.05], [-0.74, 1.52, 2.97], [-1.46, -0.05, 2.55], [-0.29, 0.08, 3.88], [2.32, -1.48, 0.27], [1.59, -0.20, -0.72], [3.46, 0.90, 0.90], [-1.88, -0.51, -3.27], [-1.26, 0.10, -2.05], [-0.40, 0.93, -2.07], [-1.34, -0.22, -4.16], [-1.92, -1.59, -3.17], [-2.91, -0.14, -3.34], [-1.66, -0.28, -1.09]], "smiles": "CC1=NCC=N1.CC=O", "mol_weight_da": 126.159, "orbital_gap_ev": 10.9}


*c* comes first in stability; the runner-up is 0.0983 hartree higher.


*a*
{"formula": "C5H10O2", "method": "wB97M-V/def2-TZVPD", "symbols": ["C", "C", "C", "C", "C", "O", "H", "H", "H", "H", "H", "H", "H", "H", "O", "H", "H"], "positions_angstrom": [[0.39, 2.16, -0.97], [0.91, 0.97, -0.63], [0.17, -0.18, -1.18], [0.54, -1.45, -0.84], [0.13, -2.55, -1.76], [1.19, -3.25, -2.48], [-0.57, 2.10, -1.48], [0.70, 3.17, -0.69], [1.94, 0.79, -0.35], [-0.76, 0.05, -1.70], [0.81, -1.71, 0.19], [-0.52, -2.23, -2.59], [-0.44, -3.27, -1.17], [1.98, -2.86, -2.07], [-2.13, 2.94, 5.62], [-1.39, 2.53, 6.08], [-2.96, 2.79, 6.04]], "smiles": "C=C/C=C/CO.O", "mol_weight_da": 102.133, "orbital_gap_ev": 8.9}


*b*
{"formula": "C5H10O2", "method": "wB97M-V/def2-TZVPD", "symbols": ["C", "C", "C", "C", "C", "O", "H", "H", "H", "H", "H", "H", "H", "H", "O", "H", "H"], "positions_angstrom": [[-0.27, -0.15, 1.31], [0.73, -0.35, 0.45], [1.09, 0.79, -0.51], [0.51, 0.70, -1.92], [0.85, -0.60, -2.61], [1.53, -0.68, -3.60], [-0.61, -0.95, 1.96], [-0.95, 0.69, 1.25], [1.04, -1.30, 0.05], [2.18, 0.79, -0.52], [0.90, 1.77, -0.06], [1.05, 1.43, -2.53], [-0.57, 0.86, -1.92], [0.56, -1.53, -2.07], [-2.43, -0.22, 3.56], [-2.46, -0.99, 2.98], [-3.16, -0.26, 4.19]], "smiles": "C=CCCC=O.O", "mol_weight_da": 102.133, "orbital_gap_ev": 10.4}


*c*
{"formula": "C5H10O2", "method": "wB97M-V/def2-TZVPD", "symbols": ["O", "C", "C", "C", "C", "O", "C", "H", "H", "H", "H", "H", "H", "H", "H", "H", "H"], "positions_angstrom": [[1.96, 0.31, 1.05], [1.89, -0.52, -0.11], [0.44, -0.94, -0.31], [-0.48, 0.27, -0.35], [-1.96, 0.08, -0.70], [-2.37, 0.84, 0.45], [-1.03, 0.82, 0.97], [2.53, 1.06, 0.87], [2.54, -1.39, 0.02], [2.24, 0.03, -1.00], [0.14, -1.61, 0.50], [0.37, -1.52, -1.24], [-0.03, 1.07, -0.96], [-2.30, -0.96, -0.64], [-2.31, 0.53, -1.64], [-0.69, 1.81, 1.29], [-0.93, 0.12, 1.81]], "mol_weight_da": 102.133, "orbital_gap_ev": 10.3}


*c* comes first in stability; the runner-up is 0.0123 hartree higher.


*a*
{"formula": "C5H10O2", "method": "wB97M-V/def2-TZVPD", "symbols": ["C", "O", "C", "C", "C", "C", "O", "H", "H", "H", "H", "H", "H", "H", "H", "H", "H"], "positions_angstrom": [[2.33, -0.39, 0.77], [0.94, -0.27, 0.58], [0.58, -0.20, -0.80], [-0.92, 0.08, -0.94], [-1.95, -0.59, -0.05], [-1.69, 0.89, 0.06], [-1.08, 1.49, 1.15], [2.72, -1.32, 0.32], [2.51, -0.43, 1.85], [2.88, 0.46, 0.35], [1.15, 0.62, -1.28], [0.89, -1.14, -1.29], [-1.27, 0.39, -1.90], [-2.86, -0.97, -0.50], [-1.58, -1.19, 0.79], [-2.42, 1.54, -0.39], [-0.23, 1.05, 1.27]], "smiles": "COC[C@H]1C[C@H]1O", "mol_weight_da": 102.133, "orbital_gap_ev": 10.0}


*b*
{"formula": "C5H10O2", "method": "wB97M-V/def2-TZVPD", "symbols": ["O", "C", "C", "C", "C", "O", "C", "H", "H", "H", "H", "H", "H", "H", "H", "H", "H"], "positions_angstrom": [[-1.22, 0.33, 1.86], [-0.24, 1.03, 1.19], [0.46, 0.35, 0.13], [0.75, -1.15, 0.27], [0.58, -1.63, -1.18], [-0.57, -0.92, -1.62], [-0.56, 0.32, -1.05], [-1.76, 0.94, 2.36], [-0.57, 2.32, -0.21], [0.22, 1.85, 1.74], [1.36, 0.90, -0.15], [1.75, -1.34, 0.68], [0.01, -1.62, 0.91], [0.37, -2.70, -1.28], [1.46, -1.38, -1.79], [-1.60, 0.62, -0.85], [-0.43, 2.08, -1.01]], "mol_weight_da": 102.133, "orbital_gap_ev": [7.8, 7.8]}


*c*
{"formula": "C5H10O2", "method": "wB97M-V/def2-TZVPD", "symbols": ["O", "C", "C", "C", "C", "O", "C", "H", "H", "H", "H", "H", "H", "H", "H", "H", "H"], "positions_angstrom": [[-0.01, 0.91, 2.02], [-0.11, 1.97, 1.10], [-0.01, 1.03, -0.24], [-0.35, -0.55, -0.28], [-0.11, -1.21, -1.68], [0.83, -2.15, -1.16], [0.70, -1.61, 0.16], [-0.87, 0.49, 2.02], [0.62, 2.73, 1.52], [-1.06, 2.55, 1.22], [1.02, 1.07, -0.60], [-0.70, 1.45, -0.97], [-1.35, -0.81, 0.08], [0.35, -0.55, -2.43], [-0.96, -1.73, -2.15], [0.36, -2.39, 0.86], [1.64, -1.19, 0.53]], "smiles": "OCCC1COC1", "mol_weight_da": 102.133, "orbital_gap_ev": 10.4}


*a* comes first in stability; the runner-up is 0.0407 hartree higher.


*a*
{"formula": "C4H16N6", "method": "wB97M-V/def2-TZVPD", "symbols": ["C", "C", "N", "N", "N", "H", "H", "H", "H", "H", "H", "H", "H", "C", "C", "N", "N", "N", "H", "H", "H", "H", "H", "H", "H", "H"], "positions_angstrom": [[1.37, -0.67, 2.89], [2.09, 0.94, 1.28], [1.37, 0.76, 2.44], [3.31, 0.38, 1.20], [1.72, 1.98, 0.45], [0.67, 1.34, 2.76], [3.57, -0.54, 1.73], [3.67, 0.59, 0.34], [1.07, 2.73, 0.72], [2.43, 2.36, -0.10], [0.47, -0.86, 3.54], [2.33, -0.63, 3.39], [1.40, -1.40, 2.04], [-2.09, 1.03, -2.47], [-2.04, -1.11, -1.32], [-2.78, -0.01, -1.75], [-0.85, -1.31, -1.98], [-2.47, -2.13, -0.48], [-3.66, 0.10, -1.56], [-0.21, -0.60, -2.39], [-0.63, -2.20, -2.26], [-3.27, -1.99, 0.20], [-1.74, -2.98, -0.47], [-2.73, 1.87, -2.67], [-1.75, 0.92, -3.54], [-1.24, 1.47, -1.99]], "mol_weight_da": 148.214, "total_charge": 2, "orbital_gap_ev": 11.2}


*b*
{"formula": "C4H16N6", "method": "wB97M-V/def2-TZVPD", "symbols": ["C", "C", "N", "N", "N", "H", "H", "H", "H", "H", "H", "H", "H", "C", "C", "N", "N", "N", "H", "H", "H", "H", "H", "H", "H", "H"], "positions_angstrom": [[1.11, -2.84, -1.68], [1.89, -2.30, 0.60], [1.62, -2.23, 1.91], [0.97, -2.75, -0.22], [3.06, -1.82, 0.18], [1.05, -3.00, 2.27], [2.06, -1.86, 2.74], [0.19, -3.32, 0.07], [3.28, -1.84, -0.80], [3.57, -1.27, 0.84], [1.80, -2.08, -2.06], [0.18, -2.58, -2.15], [1.55, -3.78, -2.01], [-2.60, 1.55, 1.45], [-1.36, 2.61, -0.44], [-2.33, 1.86, 0.05], [-1.36, 2.64, -1.83], [-0.74, 3.61, 0.16], [-2.86, 1.40, -0.67], [-1.24, 3.52, -2.29], [-0.89, 1.88, -2.31], [-0.62, 3.76, 1.15], [-0.21, 4.25, -0.40], [-2.27, 2.42, 2.02], [-2.20, 0.57, 1.71], [-3.65, 1.59, 1.72]], "mol_weight_da": 148.214, "total_charge": 2, "orbital_gap_ev": 11.4}


*b* comes first in stability; the runner-up is 0.0712 hartree higher.